(1)
21
Properties=species:S:1:pos:R:3:nbo_charge:R:1 method="wB97M-V/def2-TZVPD" total_charge=0 max_force_ev_per_a=4.7 gap_ev="7.9 / 8.3" de_lowest_ev=6.429 e_tot_ev=-16806.0899 e_homo_ev="-7.94 / -8.27"
C 1.3585 -1.0297 -0.2136 0.61
C -2.9924 -1.5430 -0.3467 -0.69
C 3.5256 0.0038 0.5192 -0.41
C 1.9237 1.1620 -0.8460 -0.40
C -2.1525 -0.3864 -0.1831 -0.48
N 2.1830 0.0191 -0.0602 -0.49
O 1.3551 -2.2022 0.1893 -0.54
Si -2.7015 1.0967 0.7789 0.82
H -2.3447 -2.3753 -0.0969 0.24
H -3.4026 -1.9540 -1.3110 0.23
H -3.7803 -1.4668 0.3235 0.21
H 3.7243 0.9314 0.8927 0.20
H 3.5885 -0.7406 1.4200 0.22
H 4.3022 -0.3111 -0.1440 0.20
H 2.4011 1.1163 -1.8212 0.19
H 0.7837 1.3410 -0.9449 0.22
H 2.3129 2.1620 -0.3773 0.20
H -1.3420 -0.2955 -0.7972 0.18
H -4.0877 0.6356 1.3234 -0.17
H -2.9555 2.3156 -0.0487 -0.17
H -1.6992 1.5210 1.7438 -0.17

(2)
27
Properties=species:S:1:pos:R:3:nbo_charge:R:1 method="wB97M-V/def2-TZVPD" smiles="Cc1ccccc1.CCC(N)=O" total_charge=0 max_force_ev_per_a=5.3 gap_ev=9.6 de_lowest_ev=2.693 e_tot_ev=-14148.8860 e_homo_ev=-8.82
C -0.9135 2.0147 -2.6389 -0.60
C -1.9359 -1.2759 -1.1714 -0.18
C -1.1580 -0.2943 -1.8733 -0.22
C -3.3213 -1.1005 -1.2004 -0.21
C -1.7781 0.9214 -2.0241 -0.03
C -3.9271 0.1317 -1.4426 -0.20
C -3.1146 1.1354 -1.9166 -0.23
H -1.4733 -1.9322 -0.5439 0.21
H -0.0746 -0.4156 -1.9054 0.21
H -4.0229 -1.9062 -0.8511 0.21
H -4.7977 0.3084 -0.9068 0.21
H -0.4533 1.6890 -3.5110 0.21
H -0.0959 2.2031 -1.6955 0.20
H -3.5205 2.1752 -1.9357 0.21
H -1.5272 2.9377 -2.7881 0.21
C 2.1243 -1.0463 1.6149 -0.50
C 3.4543 -1.6842 1.9612 -0.60
C 1.8700 0.1487 2.4966 0.67
O 0.7419 0.4718 2.8393 -0.61
N 2.9196 0.9703 2.9055 -0.84
H 1.9550 -0.6614 0.5130 0.24
H 1.2442 -1.7930 1.7576 0.24
H 3.5870 -1.7564 3.1024 0.21
H 2.7506 1.7810 3.4976 0.41
H 3.8249 0.8769 2.5553 0.38
H 4.2357 -1.2666 1.5269 0.20
H 3.4064 -2.6328 1.6345 0.21

(3)
19
Properties=species:S:1:pos:R:3:nbo_charge:R:1 method="wB97M-V/def2-TZVPD" smiles=CCC.CC total_charge=0 max_force_ev_per_a=2.0 gap_ev=12.3 de_lowest_ev=0.298 e_tot_ev=-5411.7520 e_homo_ev=-11.21
C 2.0364 -0.5998 -0.4329 -0.61
C 3.1786 -0.8162 -1.4629 -0.61
H 2.4012 -0.0455 0.4445 0.20
H 1.1908 -0.0441 -0.8865 0.20
H 1.6528 -1.6051 -0.0719 0.20
H 2.7733 -1.3805 -2.2854 0.20
H 4.0368 -1.3525 -1.0337 0.20
H 3.5350 0.1979 -1.8461 0.20
C -1.3346 0.2887 0.7609 -0.39
C -2.3658 0.3973 1.8884 -0.60
C -1.8343 0.8185 -0.5854 -0.61
H -0.4241 0.8704 1.1739 0.19
H -1.0707 -0.7847 0.6694 0.20
H -3.1969 -0.2752 1.5707 0.19
H -2.0653 1.8626 -0.4846 0.20
H -1.0775 0.7537 -1.3543 0.21
H -2.7205 0.2500 -0.8818 0.20
H -1.9253 0.0449 2.7935 0.21
H -2.7898 1.4196 2.0245 0.20

(4)
46
Properties=species:S:1:pos:R:3:nbo_charge:R:1 method="wB97M-V/def2-TZVPD" total_charge=0 max_force_ev_per_a=5.0 gap_ev="5.1 / 5.2" e_tot_ev=-45312.6715 e_homo_ev="-8.96 / -8.35"
C -3.5176 -0.0508 -0.4033 -0.99
C -0.8473 0.5116 -2.7928 -0.93
H -4.1255 -0.8827 -0.7805 0.21
H -3.6064 0.6481 -1.2981 0.19
H -3.9063 0.5076 0.4512 0.24
H -0.2780 0.0159 -3.5778 0.22
H -1.9094 0.4811 -3.1566 0.20
H -0.7455 1.6197 -2.7487 0.23
C -0.5640 -2.1378 1.7207 0.06
C 0.1473 -3.0885 2.4555 -0.24
C 1.5194 -3.2363 2.1971 -0.16
C 2.0888 -2.4220 1.2186 -0.22
H -1.6387 -2.0078 1.8434 0.21
H -0.3733 -3.6960 3.1863 0.23
H 2.1080 -3.9695 2.7379 0.23
H 3.1357 -2.5328 0.9455 0.22
N -0.0081 -1.3877 0.7856 -0.46
C 1.3109 -1.4607 0.5565 0.16
C 1.8791 -0.5165 -0.4240 0.16
N 1.0173 0.2592 -1.0959 -0.44
C 1.4949 1.2681 -1.8037 0.09
C 3.7624 0.6505 -1.4844 -0.17
C 2.8381 1.4896 -2.0905 -0.25
H 0.8550 1.9852 -2.2680 0.22
H 3.0571 2.3194 -2.7574 0.23
C 3.2654 -0.3325 -0.6286 -0.18
H 3.9496 -0.9947 -0.1004 0.21
H 4.8288 0.8152 -1.6608 0.23
Cd -1.5117 -0.2286 -0.9471 1.55
I -1.2916 -3.0402 -1.8395 -0.14
O -0.3840 2.7762 -0.1728 -0.73
C -0.9388 2.2917 0.8443 0.76
O -1.2561 1.0766 1.0810 -0.80
C -1.3220 3.3282 1.9153 -0.12
C -1.8596 2.9625 3.1720 -0.13
C -2.2578 3.9077 4.1149 -0.21
C -2.2126 5.2794 3.7762 0.01
C -1.6422 5.6937 2.5548 -0.18
C -1.2272 4.7141 1.6358 -0.18
N -2.7515 6.2660 4.6455 0.50
O -3.3144 5.8983 5.7036 -0.38
O -2.7451 7.4581 4.2483 -0.39
H -1.9537 1.9102 3.4171 0.22
H -2.6708 3.6223 5.0823 0.24
H -1.5830 6.7592 2.3103 0.25
H -0.8175 5.0390 0.6763 0.24

(5)
13
Properties=species:S:1:pos:R:3:nbo_charge:R:1 method="wB97M-V/def2-TZVPD" smiles="[H]/N=C/N(O)C(C)=O" total_charge=0 max_force_ev_per_a=2.0 gap_ev=10.4 de_lowest_ev=2.767 e_tot_ev=-10282.0309 e_homo_ev=-9.59
C 0.8577 -1.8000 -0.7374 -0.71
N -0.2106 0.2585 0.0487 -0.18
C 0.9396 -0.4960 0.0150 0.68
C -0.3692 1.4377 0.7267 0.26
O -1.3589 -0.1873 -0.6398 -0.54
N -1.5031 2.0527 0.6947 -0.73
O 1.9976 -0.1347 0.5361 -0.59
H -1.9822 0.5464 -0.4311 0.51
H -1.4315 2.9103 1.2593 0.37
H 0.5128 1.7994 1.2795 0.21
H 1.6251 -2.4802 -0.3553 0.24
H 1.0329 -1.6194 -1.8009 0.25
H -0.1102 -2.2874 -0.5955 0.24

(6)
8
Properties=species:S:1:pos:R:3:nbo_charge:R:1 method="wB97M-V/def2-TZVPD" smiles="O=C(F)C(O)(F)F" total_charge=0 max_force_ev_per_a=3.9 gap_ev=12.8 de_lowest_ev=0.986 e_tot_ev=-14337.3183 e_homo_ev=-12.42
C -1.0625 0.4945 -0.0848 0.78
C 0.2772 -0.2835 -0.1168 0.82
O -1.2444 1.6370 -0.1161 -0.45
O 1.3559 0.5618 -0.0048 -0.69
F -2.1966 -0.2594 -0.0029 -0.32
F 0.4037 -1.1508 1.0051 -0.35
F 0.3102 -1.1903 -1.1219 -0.30
H 2.1566 0.1907 0.4423 0.52

(7)
115
Properties=species:S:1:pos:R:3:mulliken_charge:R:1 method="wB97M-V/def2-TZVPD" total_charge=-1 max_force_ev_per_a=1.3 gap_ev=8.9 de_lowest_ev=3.434 e_tot_ev=-100486.5820 e_homo_ev=-7.57
P 17.5217 5.2601 19.7355 1.56
F 15.9305 5.2861 20.0958 -0.23
F 17.5065 3.7371 20.2107 -0.51
F 17.2428 4.8065 18.1812 -0.42
F 19.1551 5.1618 19.4545 -0.01
F 17.4624 6.7737 19.1049 -0.25
F 17.7922 5.8435 21.2239 -0.57
O 15.0406 5.2414 25.5240 -0.61
H 15.1840 5.5889 24.6437 0.28
H 15.9204 5.0777 25.8636 0.34
O 13.7350 8.1072 21.4816 -0.69
H 13.0230 7.8219 20.9090 0.33
H 14.4349 8.3674 20.8827 0.42
O 17.9513 -0.2417 21.2761 -0.63
H 18.0512 -1.0983 20.8607 0.30
H 18.5995 -0.2395 21.9804 0.22
O 14.4512 3.6861 18.1014 -0.62
H 13.8627 4.4009 17.8587 0.23
H 15.3292 4.0559 18.0086 0.20
O 15.3389 -0.1754 20.5182 -0.63
H 16.2593 -0.0630 20.7557 0.37
H 15.3131 -0.0144 19.5750 0.37
O 21.0078 3.5657 16.4821 -0.50
H 20.6079 2.7086 16.3352 0.28
H 21.6287 3.4217 17.1962 0.27
O 15.8335 9.3542 23.4831 -0.72
H 15.0039 9.5692 23.9096 0.31
H 15.5914 8.7585 22.7740 0.32
O 15.9233 1.7810 15.5432 -0.58
H 16.2805 2.6156 15.2397 0.25
H 15.8895 1.2347 14.7579 0.25
O 22.0060 5.1636 19.8142 -0.51
H 21.2627 5.0754 19.2176 0.19
H 22.7762 5.0656 19.2543 0.25
O 18.1876 3.5705 14.8781 -0.52
H 17.9477 4.4295 15.2255 0.20
H 18.6726 3.7630 14.0757 0.29
O 15.5019 8.5657 19.5668 -0.75
H 16.0520 9.2121 19.1244 0.16
H 16.0477 7.7810 19.6183 0.47
O 23.0662 2.5312 18.1597 -0.64
H 23.1798 1.9318 17.4222 0.27
H 22.9871 1.9598 18.9235 0.30
O 17.3929 6.6093 24.8005 -0.55
H 18.2880 6.7521 25.1080 0.26
H 17.3921 5.7096 24.4737 0.24
O 21.9125 7.8598 16.6712 -0.70
H 21.3287 7.3390 16.1196 0.40
H 21.3642 8.1390 17.4044 0.33
O 17.3177 3.7432 23.9180 -0.69
H 16.5388 3.3832 23.4938 0.36
H 17.8907 3.9950 23.1938 0.30
O 17.1719 9.9906 15.4465 -0.68
H 16.9151 9.8004 16.3488 0.28
H 18.1235 10.0873 15.4832 0.33
O 21.4878 1.5526 22.6528 -0.58
H 20.6104 1.2397 22.8732 0.27
H 22.0782 0.9460 23.0996 0.30
O 18.5721 1.2707 18.7251 -0.48
H 18.4210 1.3345 19.6682 0.31
H 18.7686 2.1669 18.4523 0.23
O 21.4214 8.0486 19.6029 -0.64
H 22.0488 8.4545 20.2012 0.29
H 21.5906 7.1095 19.6785 0.40
O 17.2825 10.3805 18.3370 -0.60
H 16.6781 11.0776 18.0823 0.28
H 18.0702 10.8401 18.6276 0.17
O 20.3695 6.0443 14.9344 -0.71
H 20.4946 5.1934 15.3546 0.34
H 20.9941 6.0480 14.2091 0.29
O 17.7594 6.6853 15.2615 -0.79
H 18.6592 6.5110 14.9854 0.39
H 17.8346 7.4121 15.8798 0.36
O 19.4250 1.0451 15.9019 -0.66
H 19.0452 1.7752 15.4131 0.31
H 18.7611 0.8220 16.5545 0.31
O 15.0000 1.9649 22.2346 -0.59
H 15.6792 2.0814 21.5701 0.19
H 14.2246 2.3838 21.8611 0.37
O 15.1365 0.9092 17.8866 -0.77
H 15.0921 1.6278 18.5173 0.48
H 15.3257 1.3351 17.0505 0.38
O 15.0906 5.9835 22.8989 0.20
H 14.3873 6.4767 22.4767 0.08
H 15.8289 6.0523 22.2935 -0.16
O 22.3450 4.2490 22.9409 -0.64
H 22.4706 3.3010 22.9006 0.33
H 22.0882 4.4951 22.0523 0.29
O 19.2478 8.3659 21.1888 -0.60
H 18.9970 7.4518 21.0558 0.19
H 19.9066 8.5344 20.5151 0.41
O 13.6259 7.9157 17.7737 -0.67
H 14.2804 8.0799 18.4527 0.53
H 14.1193 7.5194 17.0556 0.35
O 20.8556 -0.1059 18.9468 -0.61
H 19.9485 0.1941 19.0051 0.38
H 20.8709 -0.6757 18.1778 0.27
O 17.6181 10.5462 21.9642 -0.74
H 16.9990 10.1870 22.5998 0.49
H 17.8992 9.7898 21.4493 0.29
O 12.2054 4.7562 23.4308 -0.60
H 12.4447 4.1383 24.1216 0.30
H 12.5385 5.5996 23.7374 0.29
O 18.8010 8.4083 17.2545 -0.50
H 18.2734 9.0751 17.6943 0.19
H 18.7636 7.6499 17.8372 0.27
O 12.8937 2.9685 20.4022 -0.61
H 12.5468 3.8488 20.5472 0.27
H 13.5087 3.0695 19.6758 0.38
O 11.6613 7.2697 19.6384 -0.69
H 11.8401 7.6446 18.7761 0.27
H 11.6242 6.3254 19.4866 0.32
O 15.1163 6.2020 16.1932 -0.56
H 16.0268 6.4489 16.0314 0.27
H 14.9054 5.5882 15.4896 0.28

(8)
18
Properties=species:S:1:pos:R:3:nbo_charge:R:1 method="wB97M-V/def2-TZVPD" smiles="NC(=O)[C@@H](N)CS.O" total_charge=0 max_force_ev_per_a=1.8 gap_ev=10.1 de_lowest_ev=0.948 e_tot_ev=-21183.8141 e_homo_ev=-9.48
N -0.9728 -0.7287 -1.1249 -0.83
C -0.0043 0.1781 -0.4717 -0.16
C 0.3529 -0.2600 0.9918 -0.56
S 0.4346 1.1148 2.0939 -0.04
C 1.2713 0.3351 -1.2906 0.65
N 2.3931 0.8522 -0.7427 -0.82
O 1.2814 -0.0389 -2.4608 -0.62
H -1.0265 -0.3523 -2.0704 0.38
H -0.8144 1.1256 2.6408 0.16
H -0.5558 -1.6480 -1.2312 0.36
H -0.5827 1.0980 -0.4255 0.23
H 1.3223 -0.7573 1.0079 0.23
H -0.3453 -1.0492 1.2594 0.22
H 2.4740 1.3501 0.1166 0.39
H 3.1148 1.1965 -1.3637 0.40
H -2.2381 -1.2219 1.4510 0.46
H -3.0595 -0.4640 0.3435 0.49
O -3.0450 -0.7302 1.2765 -0.95

(9)
16
Properties=species:S:1:pos:R:3:nbo_charge:R:1 method="wB97M-V/def2-TZVPD" total_charge=+2 max_force_ev_per_a=2.8 gap_ev=6.4 de_lowest_ev=0.265 e_tot_ev=-256327.9079 e_homo_ev=-14.86
Ca -1.2084 2.0814 -0.2764 1.89
Ca -2.2826 1.2189 3.1314 1.92
O -1.3664 2.8498 1.8868 -1.43
H -1.0648 3.6923 2.2295 0.51
C -0.6464 -2.1271 0.8151 -0.74
C -1.0819 -0.7676 0.3698 0.83
O -1.6792 0.0236 1.1852 -1.02
O -0.8622 -0.3131 -0.7813 -0.77
H 0.1582 -2.0234 1.5420 0.26
H -0.4359 -2.8533 0.0378 0.28
H -1.4967 -2.5711 1.3474 0.25
C 2.3068 0.1935 -2.3283 -0.50
Br 2.4314 -1.6418 -2.8166 0.15
Br 3.2410 1.4611 -3.4902 0.13
Br 2.7295 0.3530 -0.4077 0.03
H 1.2576 0.4239 -2.4447 0.19

(10)
54
Properties=species:S:1:pos:R:3:nbo_charge:R:1 method="wB97M-V/def2-TZVPD" total_charge=0 max_force_ev_per_a=5.3 gap_ev=6.5 e_tot_ev=-53056.2098 e_homo_ev=-6.13
Hf 0.1020 -0.1183 0.3108 1.78
P 2.7226 -0.1391 0.0327 0.87
P -2.6858 0.3687 0.2829 0.95
N -0.0408 0.7932 -1.4134 -1.03
H 0.9487 -1.5220 1.4810 0.07
C 3.2482 -1.6136 -0.9114 -0.93
H 4.3383 -1.7324 -0.8528 0.23
H 2.9437 -1.4952 -1.9592 0.26
H 2.7577 -2.5109 -0.5136 0.23
C 3.8706 -0.1316 1.4503 -0.94
H 4.9005 -0.2991 1.1048 0.23
H 3.5877 -0.9233 2.1566 0.24
H 3.8121 0.8313 1.9748 0.25
C 3.3775 1.2255 -1.0001 -0.92
H 4.4762 1.2369 -0.9779 0.23
H 2.9958 2.1841 -0.6277 0.26
H 3.0273 1.1085 -2.0330 0.27
C -3.5325 -1.0811 -0.4397 -0.94
H -4.6205 -1.0306 -0.3007 0.22
H -3.1344 -1.9978 0.0114 0.26
H -3.2885 -1.0989 -1.5089 0.24
C -3.3865 0.4052 1.9686 -0.95
H -4.4829 0.3636 1.9093 0.22
H -3.0769 1.3175 2.4932 0.25
H -3.0187 -0.4632 2.5327 0.23
C -3.4837 1.7571 -0.5992 -0.94
H -4.5797 1.6897 -0.5348 0.22
H -3.1797 1.7189 -1.6535 0.26
H -3.1480 2.7143 -0.1841 0.25
C -0.0497 1.6126 -2.4547 0.15
C 0.0148 1.9405 -4.8827 -0.20
C -0.0359 1.0919 -3.7917 -0.28
C -0.0466 3.0432 -2.2982 -0.24
C 0.0047 3.8777 -3.4018 -0.22
C 0.0394 3.3338 -4.6958 -0.29
H 0.0339 1.5151 -5.8879 0.20
H -0.0496 0.0049 -3.8895 0.20
H -0.0716 3.4349 -1.2773 0.21
H 0.0170 4.9606 -3.2573 0.20
H 0.0824 3.9956 -5.5620 0.20
C 0.0297 -2.3285 1.5044 0.12
O -0.8389 -1.8896 0.4663 -0.84
C 0.5016 -3.7362 1.1297 -0.62
H 0.8364 -4.3021 2.0102 0.21
H 1.3220 -3.6796 0.3995 0.21
H -0.3295 -4.2859 0.6579 0.24
C -0.6005 -2.2644 2.8984 -0.64
H -1.6504 -2.6012 2.8953 0.23
H -0.5728 -1.2419 3.3095 0.22
H -0.0258 -2.9166 3.5752 0.22
Cl -0.6543 2.8355 1.5011 -0.06
C 0.2582 1.3864 1.9427 -1.00
H 1.3028 1.7117 2.0663 0.21
H -0.1221 1.0406 2.9126 0.21

(11)
19
Properties=species:S:1:pos:R:3:nbo_charge:R:1 method="wB97M-V/def2-TZVPD" smiles="C=CCO.O.O.O" total_charge=0 max_force_ev_per_a=2.7 gap_ev=10.0 de_lowest_ev=2.772 e_tot_ev=-11492.9900 e_homo_ev=-9.49
C -1.3284 -0.3329 2.0507 -0.10
O -0.3034 -1.2567 2.3665 -0.71
C -1.0566 0.5726 0.8049 -0.23
C 0.0385 1.3499 0.7802 -0.35
H -1.5582 0.2502 2.9271 0.19
H -2.2450 -1.0194 1.9484 0.16
H -0.3241 -1.9461 1.6962 0.46
H -1.4173 0.1230 -0.1231 0.19
H 0.6190 1.4739 -0.1194 0.19
H 0.3964 2.0311 1.5675 0.19
H -3.4219 3.8396 1.6056 0.47
H -4.8057 3.8497 0.8936 0.47
O -4.2223 3.3319 1.4499 -0.94
H 3.1455 -2.1905 -3.6117 0.44
H 3.9578 -1.4352 -4.7259 0.47
O 3.3352 -2.1433 -4.5571 -0.92
H 3.8113 -1.2443 -1.6960 0.47
H 2.6080 -1.5001 -2.6367 0.44
O 2.8641 -1.3984 -1.7197 -0.91